{
  "formula": "C15H60N30O15",
  "method": "ωB97M-V/def2-TZVPD",
  "relative_energy_kj_mol": 320.6,
  "spin_multiplicity": 1,
  "energy_ev": -91959.2304,
  "e_lumo_ev": -0.05,
  "orbital_gap_ev": 8.81,
  "homo_ha": -0.3256,
  "species": ["C", "O", "N", "N", "H", "H", "H", "H", "C", "O", "N", "N", "H", "H", "H", "H", "C", "O", "N", "N", "H", "H", "H", "H", "C", "O", "N", "N", "H", "H", "H", "H", "C", "O", "N", "N", "H", "H", "H", "H", "C", "O", "N", "N", "H", "H", "H", "H", "C", "O", "N", "N", "H", "H", "H", "H", "C", "O", "N", "N", "H", "H", "H", "H", "C", "O", "N", "N", "H", "H", "H", "H", "C", "O", "N", "N", "H", "H", "H", "H", "C", "O", "N", "N", "H", "H", "H", "H", "C", "O", "N", "N", "H", "H", "H", "H", "C", "O", "N", "N", "H", "H", "H", "H", "C", "O", "N", "N", "H", "H", "H", "H", "C", "O", "N", "N", "H", "H", "H", "H"],
  "positions_angstrom": [[7.60983, -8.58585, 2.17970], [7.28579, -7.97143, 1.16356], [8.32246, -8.02821, 3.22852], [7.41824, -9.88259, 2.43407], [8.47868, -7.03422, 3.26631], [8.71483, -8.57988, 3.97014], [8.25930, -10.24295, 2.88280], [7.03054, -10.38404, 1.63205], [10.49598, -10.62951, 4.69802], [9.71167, -10.72650, 3.74639], [10.79710, -11.58140, 5.62311], [11.12237, -9.48464, 5.02350], [10.42089, -12.50490, 5.46788], [11.64110, -11.55778, 6.16384], [10.98254, -8.73670, 4.35417], [11.98914, -9.57416, 5.51961], [6.59778, -5.49623, 3.86575], [6.88681, -6.11496, 4.88962], [7.50329, -4.66616, 3.22525], [5.36694, -5.43469, 3.34874], [8.32152, -4.36335, 3.71900], [7.40578, -4.78485, 2.22786], [4.65432, -5.93279, 3.85494], [5.07268, -4.95975, 2.50443], [5.74732, -11.96954, -0.38182], [5.92329, -11.07049, 0.43517], [5.83626, -11.83444, -1.71875], [5.66400, -13.25657, 0.07892], [5.86283, -10.91425, -2.13067], [5.74602, -12.55038, -2.41824], [5.42016, -13.94362, -0.61424], [5.52086, -13.37429, 1.06368], [4.92660, -9.01891, 6.05926], [4.47318, -10.04523, 6.53680], [5.98177, -8.96927, 5.24006], [4.35286, -7.82730, 6.35749], [6.40885, -8.11443, 4.90535], [6.36922, -9.84337, 4.93223], [3.39085, -7.84902, 6.64478], [4.68178, -7.01380, 5.86057], [8.30722, -4.66700, -2.31687], [8.08978, -5.35586, -3.30559], [8.53103, -3.34636, -2.39439], [8.10141, -5.14676, -1.04568], [8.92621, -2.89079, -1.58270], [8.73331, -2.97150, -3.30427], [7.93486, -6.13970, -0.98952], [8.54481, -4.65184, -0.29149], [2.97608, -9.50923, 1.17425], [2.20761, -8.75803, 0.58992], [3.03997, -10.86332, 1.06255], [4.02492, -8.95785, 1.86277], [3.74333, -11.43568, 1.48489], [2.30903, -11.24580, 0.48724], [4.70104, -9.63863, 2.16461], [3.88900, -8.01160, 2.16580], [10.43514, -3.62873, 1.07759], [9.96493, -3.04235, 0.10216], [10.91468, -3.04991, 2.18169], [10.28898, -4.98647, 1.28354], [11.01270, -3.42381, 3.10667], [11.14814, -2.08635, 1.98136], [10.67297, -5.34800, 2.14504], [10.34344, -5.52255, 0.43141], [8.10156, -8.93055, -2.28127], [7.88556, -9.28790, -3.43876], [9.09155, -9.35092, -1.45188], [7.21373, -8.20263, -1.55652], [9.12178, -8.98424, -0.52098], [9.76104, -10.05332, -1.71361], [6.30540, -8.11015, -1.97421], [7.43060, -8.00944, -0.58582], [12.17681, -6.41162, 4.37933], [11.07597, -6.63593, 3.84453], [12.29022, -6.19407, 5.70765], [13.36988, -6.72569, 3.82842], [11.47957, -6.04896, 6.30854], [13.15114, -6.45183, 6.15357], [13.25740, -7.42073, 3.09351], [13.99487, -5.95242, 3.65883], [6.95628, -12.15146, 6.93060], [7.18358, -11.04308, 7.39917], [7.60763, -12.53020, 5.81112], [6.20053, -13.10614, 7.52711], [8.24278, -11.86168, 5.40842], [7.44523, -13.41206, 5.34461], [5.74945, -12.86779, 8.39217], [6.00563, -13.99423, 7.10448], [9.31119, -6.81508, 7.22278], [9.63651, -5.64226, 6.93899], [8.51892, -7.59526, 6.44708], [9.55203, -7.40773, 8.41677], [7.99511, -8.27921, 6.96351], [8.25685, -7.19881, 5.55693], [10.08727, -6.89333, 9.09367], [9.19938, -8.33419, 8.56593], [12.37623, -8.80115, 1.54494], [12.67320, -9.74875, 2.27394], [11.14319, -8.57249, 1.04662], [13.28575, -7.91563, 1.10496], [10.91094, -7.65247, 0.72761], [10.42467, -9.16383, 1.43614], [14.28772, -7.99716, 1.14315], [13.05266, -7.18806, 0.44832], [8.39979, -14.50244, 2.70249], [9.04917, -15.49891, 2.39651], [8.53000, -13.26688, 2.15766], [7.53576, -14.55711, 3.73572], [7.83368, -12.57331, 2.35762], [9.30326, -13.17707, 1.52247], [7.26684, -15.47464, 4.04991], [6.88738, -13.78478, 3.67948], [3.69187, -5.74275, -0.01613], [4.08402, -5.07364, 0.92690], [2.61972, -5.40071, -0.77186], [4.40719, -6.78745, -0.51912], [2.37459, -5.90524, -1.60464], [2.08354, -4.56700, -0.61631], [5.22764, -7.03162, 0.01221], [4.16543, -7.27531, -1.35972]],
  "mulliken_charge": [-1.20, 0.04, 3.29, 0.88, -0.48, -1.17, 0.26, 0.13, 0.24, -0.40, -0.36, -0.15, 0.23, 0.19, -0.31, 0.29, 0.10, -0.70, -0.27, -0.08, 0.22, 0.17, 0.18, 0.28, 0.51, -0.87, -0.37, -0.42, 0.20, 0.18, 0.16, 0.19, 0.52, -0.72, 0.74, -0.41, -0.19, -0.33, 0.26, 0.13, 0.39, -0.68, -0.39, -0.20, 0.31, 0.27, 0.39, 0.17, 0.54, -0.68, -0.33, 0.05, 0.17, 0.24, -0.07, 0.04, 0.46, -0.76, -0.32, 0.11, 0.17, 0.23, -0.35, 0.30, 0.35, -0.72, -0.18, 0.24, 0.09, 0.22, 0.03, -0.41, 0.07, 0.08, -0.24, -0.44, 0.15, 0.25, 0.30, 0.23, 0.56, -0.62, -0.10, -0.37, -0.07, 0.24, 0.26, 0.13, 0.49, -0.78, 0.15, -0.39, 0.18, -0.16, 0.24, 0.14, 0.39, -0.63, 0.10, -0.43, -0.02, -0.09, 0.27, 0.13, 0.46, -0.70, 0.01, -0.43, -0.23, 0.20, 0.16, 0.27, 0.63, -0.78, -0.42, -0.08, 0.13, 0.25, -0.23, 0.16]
}